[1]
# C36H30BF4MnN6O12

A molecular structure, C36H30BF4MnN6O12 (ωB97M-V/def2-TZVPD, the Open Molecules 2025 dataset).

Charge = +1
LUMO level (alpha / beta) = -0.367 / -0.356 hartree
2S+1 = 6
Strongest force on any atom = 4.5 eV/Å
Relative energy (zero: lowest compared OMol25 entry of this formula, charge and spin) = 219.2 kcal per mole
<S²> = 8.753
HOMO energy (alpha / beta) = -0.403 / -0.403 hartree

Geometry (Å):
Mn  2.0124  3.2778  -2.1373
B  0.4483  1.2360  0.4112
F  0.8453  1.6487  1.6010
F  -0.1907  2.2683  -0.2460
F  1.5471  0.9476  -0.3481
F  -0.3236  0.0980  0.4756
C  3.7820  -5.0081  -4.6954
C  2.6527  -4.9762  -5.5276
C  1.9618  -3.7952  -5.6554
C  2.4456  -2.6067  -5.0057
C  3.5474  -2.6819  -4.2197
C  4.2586  -3.8351  -4.0558
N  1.7591  -1.2917  -5.2668
O  1.0497  -1.1735  -6.2483
O  1.9676  -0.2921  -4.5054
H  4.2351  -5.9702  -4.5069
H  2.2934  -5.9059  -5.9433
H  1.1086  -3.7983  -6.3175
H  3.9068  -1.8219  -3.6740
H  5.1772  -3.8408  -3.4880
C  6.6206  8.8423  3.0529
C  6.5292  8.3159  1.8038
C  5.3407  7.7146  1.4424
C  4.2552  7.5939  2.3374
C  4.3808  8.2170  3.5282
C  5.5270  8.8924  3.9164
N  2.9992  6.9314  1.9541
O  2.1253  7.0101  2.7533
O  2.9630  6.2703  0.8838
H  7.5523  9.2861  3.3713
H  7.3429  8.3826  1.0968
H  5.3631  7.3488  0.4264
H  3.6258  8.1951  4.3002
H  5.4704  9.4092  4.8631
C  -7.8607  5.1487  -3.5875
C  -6.5354  5.3900  -3.1983
C  -5.5855  4.3564  -3.0710
C  -5.9246  3.0381  -3.4036
C  -7.2418  2.8256  -3.8516
C  -8.1610  3.8805  -3.9407
N  -4.9010  1.9713  -3.3796
O  -3.7403  2.2447  -3.6120
O  -5.2650  0.8010  -3.0974
H  -8.4898  6.0062  -3.7751
H  -6.2699  6.4178  -2.9993
H  -4.5984  4.6539  -2.7494
H  -7.6046  1.8753  -4.2146
H  -9.0890  3.5203  -4.3597
C  3.7672  -1.7187  5.8440
C  3.3369  -1.5477  4.5126
C  4.2643  -1.7033  3.4520
C  5.5338  -2.1015  3.8247
C  5.9562  -2.2297  5.1355
C  5.0342  -2.1304  6.1378
N  6.5129  -2.2389  2.7585
O  6.0673  -2.4004  1.5838
O  7.7154  -2.2142  2.9823
H  3.1211  -1.5961  6.7007
H  2.3370  -1.2245  4.2631
H  3.8315  -1.6387  2.4647
H  6.9799  -2.5307  5.3022
H  5.4255  -2.3150  7.1273
C  -1.4051  -6.5179  -2.7796
C  -0.7658  -7.7665  -2.6991
C  0.4125  -7.9081  -1.9082
C  0.9424  -6.7429  -1.2318
C  0.1670  -5.5471  -1.1775
C  -0.9843  -5.4232  -2.0055
N  2.2579  -6.9754  -0.5159
O  3.0274  -7.8512  -0.9260
O  2.5548  -6.2177  0.3680
H  -2.2365  -6.3668  -3.4522
H  -1.0293  -8.5490  -3.3953
H  0.7745  -8.9216  -1.9991
H  0.4579  -4.7567  -0.5015
H  -1.5388  -4.5058  -2.1375
C  -5.0020  -0.2364  3.4496
C  -5.7627  -0.0926  4.5713
C  -7.1463  -0.3342  4.4461
C  -7.7373  -0.5456  3.1799
C  -6.8798  -0.6000  2.0520
C  -5.5549  -0.4471  2.1748
N  -9.1613  -0.5408  2.9412
O  -9.5888  -0.0367  1.8818
O  -9.8316  -0.9387  3.8888
H  -3.9390  -0.0522  3.3990
H  -5.3132  0.1434  5.5246
H  -7.8471  -0.3584  5.2675
H  -7.1684  -0.8443  1.0404
H  -4.8986  -0.4942  1.3184

Cartesian forces (eV/Å) of the 3 atoms listed first:
-1.4 -1.9 2.0
-1.7 -1.8 1.0
0.8 0.9 2.4


[2]
# C4H13NO

2 unconnected molecules or ions with the total composition C4H13NO (ωB97M-V/def2-TZVPD, the Open Molecules 2025 dataset).

Charge = 0
LUMO level = 0.036 hartree
Strongest force on any atom = 1.5 eV/Å
Relative energy (zero: lowest compared OMol25 entry of this formula, charge and spin) = 16.1 kcal per mole
SMILES string = CCN(C)C.O
HOMO energy = -0.334 hartree

Geometry (Å):
C  -0.1661  2.1646  0.4320
C  0.5312  0.8292  0.7691
N  0.0048  -0.4055  0.1167
C  0.1151  -0.2928  -1.3428
C  -1.4367  -0.5132  0.4321
H  -1.0925  2.2754  1.0042
H  -0.3361  2.2476  -0.6409
H  0.4824  2.9510  0.7881
H  1.5504  0.9417  0.3815
H  0.5097  0.5964  1.8274
H  -0.5674  0.4127  -1.8132
H  1.1252  0.0203  -1.6259
H  -0.0425  -1.2943  -1.7493
H  -1.9818  0.3243  0.0036
H  -1.5179  -0.3932  1.5077
H  -1.8283  -1.4652  0.0763
H  1.1020  -2.1959  0.2114
H  2.2328  -3.2084  -0.0739
O  1.3155  -2.9947  -0.3041

Cartesian forces (eV/Å) of the 3 atoms listed first:
-0.2 -0.8 0.8
0.0 -0.4 -1.1
-0.8 1.3 -0.4


[3]
# C4H9N2OS

A molecular structure, C4H9N2OS (ωB97M-V/def2-TZVPD, the Open Molecules 2025 dataset).

Charge = +1
LUMO level = -0.157 hartree
Strongest force on any atom = 5.4 eV/Å
Relative energy (zero: lowest compared OMol25 entry of this formula, charge and spin) = 98.8 kcal per mole
HOMO energy = -0.485 hartree

Geometry (Å):
C  0.2914  0.0299  1.2330
C  -0.9551  -0.3782  0.3945
C  1.6458  -0.5313  0.7637
C  -1.0214  0.1167  -1.0980
N  3.5456  0.9247  1.2213
N  2.6779  0.2355  1.0617
O  1.2030  1.3631  -2.0053
S  0.5785  -0.1524  -2.0170
H  0.4058  1.0863  1.4102
H  0.1207  -0.3407  2.1686
H  -1.0072  -1.5067  0.4396
H  -1.8374  -0.0084  0.9428
H  1.9415  -1.5505  1.0469
H  1.4086  -0.3876  -0.4936
H  -1.8029  -0.3630  -1.7367
H  -1.1792  1.2104  -0.9561
H  0.8803  1.9770  -2.7767

Cartesian forces (eV/Å) of the 3 atoms listed first:
-0.2 0.4 -1.5
0.4 -1.3 -0.6
-2.1 -1.4 -1.7


[4]
# C14H21NO3S

C14H21NO3S in the gas phase (ωB97M-V/def2-TZVPD, the Open Molecules 2025 dataset).

Charge = 0
LUMO level = 0.023 hartree
Strongest force on any atom = 1.1 eV/Å
Relative energy (zero: lowest compared OMol25 entry of this formula, charge and spin) = 0.0 kcal per mole
SMILES string = CC(C)Cc1ccc([C@@H](C)C(=O)NS(C)(=O)=O)cc1
HOMO energy = -0.340 hartree

Geometry (Å):
C  -1.4321  -4.6351  1.8268
H  -1.1298  -5.6611  2.0217
H  -0.6983  -4.1805  1.1655
H  -2.3938  -4.6536  1.3176
C  -1.5377  -3.8554  3.1340
C  -2.5273  -4.5331  4.0789
H  -2.5709  -4.0150  5.0343
H  -3.5249  -4.5376  3.6443
H  -2.2315  -5.5630  4.2653
H  -0.5510  -3.8408  3.6094
C  -1.9702  -2.4007  2.8739
C  -0.9376  -1.6406  2.0960
C  -0.9958  -1.5670  0.7093
C  -0.0176  -0.9063  -0.0089
C  1.0391  -0.2816  0.6429
C  1.0978  -0.3480  2.0284
C  0.1270  -1.0255  2.7434
H  0.1929  -1.0668  3.8211
H  1.9127  0.1343  2.5498
C  2.1232  0.4173  -0.1422
C  1.5308  1.1245  -1.3528
O  1.8948  0.9586  -2.4913
N  0.5023  1.9695  -1.0586
H  0.1643  2.0611  -0.1151
S  -0.2267  2.9740  -2.2288
O  0.7479  3.8725  -2.7496
O  -1.3614  3.5161  -1.5461
C  -0.7648  1.8124  -3.4876
H  -1.5030  1.1599  -3.0407
H  -1.2002  2.3972  -4.2873
H  0.1096  1.2727  -3.8291
C  3.1991  -0.5786  -0.5818
H  3.9622  -0.0713  -1.1653
H  2.7590  -1.3584  -1.1989
H  3.6573  -1.0386  0.2905
H  2.5853  1.1882  0.4862
H  -0.0749  -0.8703  -1.0874
H  -1.8187  -2.0323  0.1864
H  -2.1336  -1.9067  3.8343
H  -2.9168  -2.4102  2.3292

Cartesian forces (eV/Å) of the 3 atoms listed first:
0.2 0.1 0.2
0.0 -0.1 0.0
0.0 -0.1 -0.1


[5]
# C23H16BaBrF6N4OPSe3Te

A molecular structure, C23H16BaBrF6N4OPSe3Te (ωB97M-V/def2-TZVPD, the Open Molecules 2025 dataset).

Charge = -1
LUMO level (alpha / beta) = 0.066 / 0.031 hartree
2S+1 = 2
Strongest force on any atom = 0.7 eV/Å
Relative energy (zero: lowest compared OMol25 entry of this formula, charge and spin) = 1.2 kcal per mole
<S²> = 0.757
HOMO energy (alpha / beta) = -0.151 / -0.151 hartree

Geometry (Å):
Ba  1.2784  0.6733  0.5668
C  -1.8524  -1.7652  3.6439
C  -1.1474  -0.8229  2.8684
N  -0.5408  -1.1211  1.7461
C  -0.5867  -2.4031  1.2895
C  -1.2356  -3.4230  2.0130
C  -1.8796  -3.0585  3.2192
C  -1.2698  -4.7446  1.5092
C  -0.6994  -4.9866  0.2906
C  -0.0564  -3.9831  -0.4525
C  0.0522  -2.6713  0.0103
N  0.5906  -1.5856  -0.6095
C  1.3057  -1.7081  -1.7767
C  2.1266  -2.7609  -2.1591
C  2.8117  -2.7610  -3.3857
C  2.7213  -1.7167  -4.2624
C  1.9736  -0.5768  -3.8885
C  1.9065  0.5828  -4.6962
C  1.2351  1.6811  -4.2537
C  0.6422  1.6278  -2.9775
N  0.6604  0.5726  -2.2040
C  1.2981  -0.5526  -2.6515
H  -2.3282  -1.4526  4.5635
H  -1.0607  0.2049  3.2115
H  -2.3923  -3.8252  3.7895
H  -1.7578  -5.5244  2.0804
H  -0.7386  -5.9858  -0.1293
H  0.3303  -4.2457  -1.4242
H  2.2692  -3.5893  -1.4814
H  3.4315  -3.6157  -3.6308
H  3.2445  -1.7227  -5.2104
H  2.4164  0.5840  -5.6527
H  1.1826  2.5940  -4.8302
H  0.1494  2.5122  -2.5822
Se  3.5535  -1.3955  2.0542
Se  2.4242  -2.5573  3.5837
Te  1.4949  -0.8541  5.2161
Se  1.9233  1.2427  4.0851
O  -3.4652  5.3219  3.1380
C  -2.5262  4.4904  2.6268
C  -1.2177  4.4545  3.0963
C  -0.3404  3.5617  2.5158
N  -0.6893  2.7343  1.5244
C  -1.9328  2.8071  1.0896
Br  -2.3643  1.6289  -0.3370
C  -2.9054  3.6510  1.5896
H  -3.0790  5.8410  3.8517
H  -0.8884  5.0979  3.9021
H  0.6821  3.4858  2.8604
H  -3.9123  3.6602  1.2017
F  3.6616  1.1859  -0.7067
P  4.1398  2.7688  -0.5342
F  5.3476  2.5319  -1.5460
F  3.1558  3.1526  -1.7604
F  2.8334  2.9361  0.4883
F  4.5090  4.3092  -0.3198
F  5.0377  2.3369  0.7149

Cartesian forces (eV/Å) of the 3 atoms listed first:
0.0 0.1 0.3
0.0 0.1 0.0
0.0 0.0 0.1


[6]
# C16H21AlBF7KMgN3Na2O10

A molecular structure, C16H21AlBF7KMgN3Na2O10 (ωB97M-V/def2-TZVPD, the Open Molecules 2025 dataset).

Charge = 0
LUMO level = -0.160 hartree
Strongest force on any atom = 7.8 eV/Å
HOMO energy = -0.265 hartree

Geometry (Å):
N  -0.4775  0.9630  3.3259
C  -0.5945  1.1683  1.8503
C  0.5841  0.4643  1.1339
C  0.3016  -0.8402  0.4588
C  -0.4522  -1.8484  0.9961
N  -1.0387  -1.8372  2.2269
C  -0.6918  -3.1065  0.1194
O  -1.7494  -3.6789  0.1425
C  0.4789  -3.5421  -0.7279
C  1.2386  -2.5581  -1.2290
N  2.3412  -2.7723  -2.0763
C  3.0353  -3.7649  -1.8760
O  3.6457  -4.7484  -1.6659
C  0.8515  -1.0917  -0.9132
O  0.9986  -0.2086  -1.7241
H  -0.7770  1.7772  3.8439
H  0.4763  0.7445  3.5551
H  -0.6770  2.2192  1.6085
H  -1.4972  0.6433  1.5287
H  1.4610  0.3692  1.8327
H  0.9072  1.1490  0.2969
H  -1.6664  -2.6380  2.2923
H  -0.4031  -1.9112  3.0530
H  0.6558  -4.5906  -0.9236
B  0.3816  -2.7157  -5.1777
O  -0.2414  -2.8726  -3.8151
C  -0.9072  -1.7877  -3.5111
O  -1.4741  -1.5361  -2.4891
C  -0.7787  -0.7939  -4.6720
O  -1.2749  0.3084  -4.6414
O  -0.0437  -1.3264  -5.6084
F  -0.0900  -3.6749  -6.0414
F  1.7636  -2.7768  -5.0734
Mg  2.6640  1.4770  1.0991
F  -5.1460  -1.1825  -0.3894
Al  -4.2385  0.2055  -0.7033
F  -2.8136  0.2080  0.2751
F  -5.1534  1.5875  -0.3389
F  -3.7856  0.2800  -2.3219
F  1.0642  -1.9383  3.9140
Na  1.7672  -2.5052  1.5550
O  0.4000  1.9364  -2.9379
H  -0.1857  1.3816  -3.5157
C  -2.6268  4.4640  -0.9148
C  -2.1754  3.3709  -1.8750
C  -0.6725  3.5021  -1.8126
O  -0.3524  3.9459  -0.5072
C  -1.5585  4.3707  0.1651
H  -3.6333  4.3154  -0.5304
H  -2.5853  5.4413  -1.4028
H  -2.5167  2.4044  -1.4865
H  -2.5449  3.4791  -2.8912
H  -0.2918  4.2338  -2.5316
H  -0.1395  2.5251  -2.0232
H  -1.8253  3.6183  0.9159
H  -1.3647  5.3158  0.6736
K  2.1417  -0.7821  5.6137
C  5.1986  -0.4246  6.2634
O  4.3062  -1.0758  5.4358
H  4.8336  0.5072  6.7368
H  5.5649  -1.0035  7.1331
H  6.1411  -0.0846  5.7916
Na  5.2419  -2.7582  4.5106

Cartesian forces (eV/Å) of the 3 atoms listed first:
-0.1 0.2 -0.6
-0.1 -1.4 1.2
-0.8 0.8 -0.7


[7]
# C4H5NOS2

C4H5NOS2 in the gas phase (ωB97M-V/def2-TZVPD, the Open Molecules 2025 dataset).

Charge = 0
LUMO level = 0.002 hartree
Strongest force on any atom = 3.0 eV/Å
Relative energy (zero: lowest compared OMol25 entry of this formula, charge and spin) = 52.6 kcal per mole
SMILES string = N#CCSCOC=S
HOMO energy = -0.326 hartree

Geometry (Å):
C  1.4942  0.1779  0.3526
C  -0.3259  -1.3088  0.8359
C  -2.5286  0.1956  -0.0464
C  -1.8434  1.4923  0.0476
H  0.9331  1.0363  0.9483
H  -0.4113  -2.5028  0.9465
H  -0.5886  -0.6727  1.6961
H  -3.3933  0.1804  -0.8200
H  -2.9175  -0.0331  0.9468
N  -1.1071  2.3579  0.2829
O  1.0174  -1.0954  0.4715
S  2.9492  0.4069  -0.3713
S  -1.3735  -0.9751  -0.6667

Cartesian forces (eV/Å) of the 3 atoms listed first:
0.7 0.7 1.0
-0.2 -2.2 -1.0
-1.7 1.1 -1.1


[8]
# C17H31FNbO15

A molecular structure, C17H31FNbO15 (ωB97M-V/def2-TZVPD, the Open Molecules 2025 dataset).

Charge = -1
LUMO level = 0.079 hartree
Strongest force on any atom = 5.5 eV/Å
HOMO energy = -0.170 hartree

Geometry (Å):
O  -1.1659  -0.2142  -1.8522
O  -2.3875  -0.0543  -1.4054
C  -2.4787  1.1350  -0.5262
Nb  -1.3197  0.8881  1.4194
O  0.1194  2.3202  0.7052
F  -2.7740  -0.4853  2.2166
H  -0.8653  0.6392  -2.2826
H  -3.6201  1.4231  -0.3280
H  -2.0376  2.0717  -1.1198
H  -2.1594  2.2789  2.2424
H  -0.2361  0.7026  2.9012
H  -0.4077  -0.4683  0.6442
H  1.0228  1.8873  0.7687
C  3.7849  5.3722  -0.1119
C  4.2338  3.9646  -0.4483
C  4.4304  3.7221  -1.9136
O  4.2429  2.3163  -2.0107
C  3.4003  1.9733  -0.9873
O  2.8756  0.8789  -0.8682
O  3.2293  3.0179  -0.1244
H  4.6206  6.0754  -0.1811
H  2.9938  5.7122  -0.7891
H  3.3708  5.4130  0.9011
H  5.1305  3.7090  0.1288
H  5.4267  4.0055  -2.2608
H  3.6768  4.2098  -2.5447
C  3.5688  -3.9727  -0.7396
C  4.3491  -3.1801  0.2895
C  4.2010  -1.6954  0.1548
O  5.4000  -1.2209  0.7530
C  6.3307  -2.2097  0.5761
O  7.5220  -2.0787  0.8012
O  5.7454  -3.3546  0.1162
H  2.5032  -3.9923  -0.4913
H  3.6795  -3.5446  -1.7419
H  3.9386  -5.0021  -0.7947
H  4.0937  -3.5230  1.2993
H  3.3253  -1.3068  0.6797
H  4.1802  -1.3485  -0.8861
C  -2.3815  -4.7037  4.3837
C  -1.3684  -3.7099  4.9148
C  -1.6129  -2.2982  4.4769
O  -0.3126  -1.7302  4.5626
C  0.5667  -2.7607  4.3623
O  1.7649  -2.6160  4.1877
O  -0.0782  -3.9643  4.3848
H  -3.3255  -4.6296  4.9323
H  -2.5881  -4.5348  3.3213
H  -2.0004  -5.7266  4.4712
H  -1.3014  -3.7899  6.0064
H  -2.3118  -1.7671  5.1272
H  -1.9530  -2.2133  3.4370
C  -4.7934  0.0493  -4.0246
C  -5.9804  0.9891  -4.0874
C  -5.6383  2.3719  -4.5513
O  -6.6791  3.1469  -3.9710
C  -7.0667  2.4778  -2.8408
O  -7.8130  2.9380  -1.9932
O  -6.5066  1.2333  -2.7937
H  -4.5093  -0.2881  -5.0261
H  -3.9241  0.5333  -3.5664
H  -5.0269  -0.8259  -3.4090
H  -6.7791  0.5444  -4.6930
H  -5.6436  2.4680  -5.6395
H  -4.6814  2.7419  -4.1617

Cartesian forces (eV/Å) of the 3 atoms listed first:
4.7 0.3 -1.8
-5.0 1.6 1.4
-0.4 1.5 -1.0